1.
A molecular structure, C41H10BrF19GeO5PRbS, computed with ωB97M-V/def2-TZVPD.

```
! wB97M-V def2-TZVPD RIJCOSX def2/J DEFGRID3
* xyz -2 1
Rb 0.6069 0.2511 -1.2520
F -2.3582 -5.8420 3.9551
C -2.1176 -5.1481 2.8370
C -2.4562 -5.6783 1.6105
F -3.0246 -6.8880 1.5447
C -2.2015 -4.9529 0.4612
F -2.5496 -5.5341 -0.6903
C -1.6178 -3.6942 0.4818
P -1.2760 -2.6873 -1.0675
C -0.1222 -3.8604 -1.8698
C 1.2212 -3.6593 -1.5492
C 2.2139 -4.4373 -2.1221
C 1.8727 -5.4181 -3.0422
C 0.5408 -5.6207 -3.3705
C -0.4538 -4.8525 -2.7836
C -2.9102 -2.8625 -1.8778
C -4.0605 -2.7601 -1.0951
C -5.3193 -2.7515 -1.6767
C -5.4443 -2.8389 -3.0564
C -4.3023 -2.9188 -3.8406
C -3.0381 -2.9193 -3.2651
C -1.2743 -3.1853 1.7405
Br -0.3966 -1.5189 1.9585
C -1.5250 -3.9018 2.8996
F -1.2055 -3.4235 4.1075
H 1.4951 -2.8735 -0.8522
H 3.2521 -4.2535 -1.8756
H 2.6462 -6.0019 -3.5251
H 0.2728 -6.3550 -4.1191
H -1.4829 -5.0023 -3.0745
H -3.9794 -2.6810 -0.0155
H -6.2001 -2.6708 -1.0506
H -6.4260 -2.8322 -3.5156
H -4.3798 -2.9668 -4.9200
H -2.1597 -2.9332 -3.9044
O 1.8030 -2.9292 -7.1049
C 1.5046 -2.2569 -6.1302
C 2.2758 -1.0829 -5.5975
O 3.3127 -0.6358 -6.0661
C 1.5412 -0.5831 -4.4094
C 0.3867 -1.4265 -4.2102
O -0.4602 -1.2844 -3.2711
C 0.3055 -2.4283 -5.2630
O -0.5908 -3.2708 -5.4092
O 1.8540 0.4010 -3.7001
F 0.3639 5.6963 3.0016
C -0.5572 4.9722 2.3407
C -0.2554 3.6812 1.9418
C -1.2467 3.0223 1.2378
F -1.0302 1.7961 0.7507
C -2.4802 3.5932 0.9660
F -3.4081 2.9257 0.2777
C -2.7439 4.8769 1.4025
F -3.9233 5.4458 1.1453
C -1.7720 5.5800 2.0928
F -2.0173 6.8300 2.5042
Ge 1.5738 2.9458 2.2938
S 2.0067 0.9427 1.8218
C 1.9202 3.3071 4.2271
C 3.2279 3.2761 4.6832
F 4.2308 3.0855 3.8166
C 3.5681 3.4499 6.0110
F 4.8476 3.4306 6.4049
C 2.5675 3.6485 6.9447
F 2.8751 3.8146 8.2346
C 1.2490 3.6639 6.5358
F 0.2740 3.8418 7.4360
C 0.9520 3.4877 5.1951
F -0.3522 3.4866 4.8705
C 2.5613 4.3521 1.2553
C 2.4702 4.2959 -0.1308
F 1.7240 3.3454 -0.7182
C 3.0855 5.2090 -0.9685
F 2.9674 5.1218 -2.2931
C 3.8298 6.2327 -0.4144
F 4.4391 7.1240 -1.1988
C 3.9307 6.3376 0.9592
F 4.6429 7.3369 1.4968
C 3.2928 5.4113 1.7643
F 3.4133 5.6024 3.0886
*
```

Values from the calculation:
Frontier orbital gap in eV: 4.7
E_LUMO in eV: 3.27
ΔE to the lowest compared entry with this formula, charge and spin in kJ/mol: 20.80
Highest occupied orbital energy in eV: -1.39

---

2.
A molecular structure, C20H33N6O3PdS2 at a distorted geometry, computed with ωB97M-V/def2-TZVPD.

```
! wB97M-V def2-TZVPD RIJCOSX def2/J DEFGRID3
* xyz 3 5
Pd 1.2473 1.7469 0.1983
N 1.0170 1.7009 2.2668
C 1.1700 3.0653 2.8854
C 1.9158 4.0840 2.0141
N 2.6700 3.4467 0.8320
C 4.0368 2.9589 1.0820
C 4.2572 1.4520 0.9009
N 3.0367 0.7143 0.4626
H 1.5574 1.0015 2.8017
H 0.0390 1.4733 2.4622
H 0.1268 3.4519 3.0135
H 1.6689 3.0092 3.8632
H 1.2809 4.8620 1.5406
H 2.5589 4.6126 2.7266
H 2.7037 4.0732 0.0002
H 4.6909 3.4696 0.3296
H 4.4867 3.2590 2.0529
H 5.0137 1.3767 0.1090
H 4.6090 0.9908 1.8641
H 3.2703 0.2034 -0.3939
H 2.7876 -0.0626 1.1389
O -2.5910 0.3501 -3.2465
C -1.5078 0.4796 -4.0580
C -1.7513 0.3325 -5.4490
C -0.7233 0.5262 -6.3893
C 0.5280 0.9334 -5.9344
C 0.8256 1.0242 -4.5417
C -0.1639 0.7752 -3.6021
C 0.1159 0.9226 -2.1515
O 1.2687 1.2159 -1.7122
N -0.9302 0.8516 -1.3565
N -0.6592 1.2699 -0.1211
C -1.6789 1.1100 0.7870
S -2.3872 2.3764 1.7693
C -3.8609 1.5641 2.3922
C -4.2452 0.3746 1.5146
S -2.7591 -0.2413 0.5576
H -2.2010 0.5702 -2.3325
H -2.8022 0.1837 -5.7696
H -0.9256 0.3432 -7.4557
H 1.3575 1.1956 -6.6039
H 1.8202 1.2779 -4.1952
H -4.6472 2.3673 2.4689
H -3.5559 1.2475 3.3995
H -5.0619 0.6493 0.8184
H -4.5775 -0.5037 2.1154
O 1.6762 -1.9792 0.4030
C 0.8092 -2.7915 0.7339
C 0.4012 -3.9221 -0.1997
C -1.0929 -3.9128 -0.7195
C -2.1237 -4.0935 0.4175
C -1.6131 -4.6434 1.7207
C -0.6739 -3.6654 2.5551
N 0.0617 -2.6309 1.8844
H 0.6594 -4.9424 0.2760
H 1.1269 -3.8352 -0.9826
H -1.2041 -4.7494 -1.4164
H -1.2018 -2.9706 -1.3037
H -2.8555 -4.8282 -0.0848
H -2.6089 -3.1567 0.6480
H -1.1182 -5.6380 1.5563
H -2.3789 -4.8259 2.5020
H 0.0256 -4.3731 3.0669
H -1.3188 -3.1985 3.3486
H 0.3983 -1.9290 2.5402
*
```

Values from the calculation:
Frontier orbital gap (spin up / spin down) in eV: 6.4 / 4.2
E_LUMO (spin up / spin down) in eV: -9.87 / -12.25
ΔE to the lowest compared entry with this formula, charge and spin in kJ/mol: 0.00
Highest occupied orbital energy (spin up / spin down) in eV: -16.24 / -16.43

---

3.
A molecular structure, C24H45FP2Pm at a distorted geometry, computed with ωB97M-V/def2-TZVPD.

```
! wB97M-V def2-TZVPD RIJCOSX def2/J DEFGRID3
* xyz 1 5
Pm 0.3238 -0.5573 -0.8433
C 1.3477 -3.1523 -0.1356
C 0.3348 -3.2052 0.8419
C -0.6792 -2.8739 -1.2209
C 0.7328 -2.9988 -1.4354
C -0.9012 -2.9653 0.2002
C 2.7754 -3.3216 0.1878
H 3.1008 -2.4143 0.7234
H 3.4173 -3.4762 -0.6965
H 2.9454 -4.1767 0.8731
C 1.4404 -2.4891 -2.6323
H 2.4166 -2.9768 -2.7549
H 1.6846 -1.3663 -2.5784
H 0.8512 -2.6349 -3.5453
C -1.6802 -2.3432 -2.1681
H -1.4126 -2.5255 -3.2117
H -1.8569 -1.2239 -2.0678
H -2.6543 -2.8281 -1.9704
C -2.1925 -2.8717 0.9152
H -2.2575 -3.6976 1.6511
H -3.0453 -2.9761 0.2216
H -2.3174 -1.9224 1.4873
C 0.4958 -3.5621 2.2562
H 0.1173 -4.5670 2.4763
H -0.0419 -2.8624 2.8997
H 1.5449 -3.5534 2.5476
C 1.2264 3.3605 2.5326
C 1.7967 2.3753 3.2529
C 1.3762 1.8044 4.5827
C -0.0245 2.1220 5.1688
C -1.1292 1.5484 4.3194
C -1.5815 1.9707 3.1509
C -1.3505 3.3071 2.5000
C -0.0528 4.0454 2.9035
H 2.1463 2.0971 5.3230
H -0.1757 3.1584 5.4884
H 1.3499 0.6968 4.5215
H -0.0512 4.2249 3.9822
H 1.7383 3.8073 1.6697
H 2.7442 1.9388 2.9156
H -0.0797 5.0315 2.4214
H -1.4370 3.2447 1.3999
H -2.4591 1.4447 2.7349
H -2.1616 3.9790 2.8314
H -0.0945 1.5235 6.0894
H -1.4661 0.5676 4.7122
P 3.1242 0.5697 -2.1844
C 4.2830 -0.2863 -3.3813
H 5.0576 0.4173 -3.7331
H 3.7408 -0.6525 -4.2612
H 4.7929 -1.1356 -2.9129
C 2.8690 1.9363 -3.4099
H 3.8402 2.3417 -3.7389
H 2.2829 2.7370 -2.9508
H 2.3305 1.5581 -4.2853
C 4.5508 1.4461 -1.3801
H 5.2151 1.8748 -2.1490
H 5.1339 0.7494 -0.7685
H 4.1851 2.2558 -0.7411
P -3.4760 0.3250 -1.8659
C -5.0595 -0.5599 -1.4886
H -5.9111 -0.0370 -1.9514
H -5.2124 -0.5965 -0.4045
H -5.0316 -1.5901 -1.8658
C -4.1760 2.0096 -1.6135
H -5.1222 2.1324 -2.1629
H -3.4493 2.7487 -1.9689
H -4.3521 2.1767 -0.5443
C -3.8012 0.2844 -3.6879
H -4.7755 0.7363 -3.9282
H -3.7896 -0.7484 -4.0569
H -3.0100 0.8383 -4.2036
F 0.9558 -0.2368 1.1175
*
```

Values from the calculation:
Frontier orbital gap (spin up / spin down) in eV: 7.1 / 7.1
E_LUMO (spin up / spin down) in eV: -3.56 / -3.48
Highest occupied orbital energy (spin up / spin down) in eV: -10.63 / -10.61

---

4.
A molecular structure, C33H36F3N3OPtS2 at a distorted geometry, computed with ωB97M-V/def2-TZVPD.

```
! wB97M-V def2-TZVPD RIJCOSX def2/J DEFGRID3
* xyz 2 1
Pt -0.5657 0.4598 0.1154
F 8.7012 1.5215 -1.6048
C 7.7753 1.9507 -2.4691
F 7.9669 3.2670 -2.6559
F 7.9987 1.3465 -3.6464
C 6.3755 1.6774 -1.9815
C 5.3089 2.0224 -2.8031
C 4.0146 1.7908 -2.3812
C 3.7719 1.2134 -1.1301
C 4.8524 0.8663 -0.3194
C 6.1508 1.0983 -0.7432
C 2.4257 0.9794 -0.6912
C 1.2770 0.7670 -0.3444
H 5.4958 2.4653 -3.7728
H 3.1826 2.0425 -3.0263
H 4.6719 0.4113 0.6451
H 6.9868 0.8289 -0.1133
N -2.5880 -0.2701 0.2370
S -2.6710 -1.2366 -1.0663
C -4.2229 -2.0930 -1.0029
C -4.4781 -3.0333 -1.9955
C -5.6946 -3.6923 -1.9912
C -6.6407 -3.4056 -1.0122
C -6.3764 -2.4545 -0.0399
C -5.1597 -1.7833 -0.0309
C -1.4903 -2.5558 -0.8462
C -1.7668 -3.7082 -0.1186
C -0.7602 -4.6441 0.0543
C 0.5054 -4.4214 -0.4822
C 0.7772 -3.2595 -1.1869
C -0.2292 -2.3206 -1.3827
H -2.8464 -0.7723 1.0855
H -3.7371 -3.2566 -2.7543
H -5.9070 -4.4296 -2.7534
H -7.5901 -3.9239 -1.0155
H -7.1180 -2.2274 0.7138
H -4.9598 -1.0229 0.7123
H -2.7561 -3.8848 0.2837
H -0.9638 -5.5563 0.5998
H 1.2799 -5.1671 -0.3544
H 1.7574 -3.0905 -1.6130
H -0.0372 -1.4322 -1.9764
C 3.3037 -2.6439 2.3230
C 2.0511 -1.8376 2.5113
C 2.0984 -0.4518 2.6381
C 0.9432 0.2887 2.8137
C -0.2852 -0.3644 2.8682
C -0.3575 -1.7490 2.7246
C 0.8093 -2.4726 2.5547
S -1.7752 0.5459 3.2163
C -1.3960 1.1574 4.8492
O -1.7657 1.7810 2.3410
H 4.1953 -2.0241 2.3982
H 3.3067 -3.1244 1.3423
H 3.3750 -3.4322 3.0729
H 3.0531 0.0579 2.6058
H 0.9921 1.3652 2.9272
H -1.3155 -2.2535 2.7879
H 0.7581 -3.5502 2.4686
H -0.4624 1.7172 4.8209
H -1.3275 0.3190 5.5409
H -2.2243 1.8076 5.1263
N -2.0828 4.7963 -1.6221
C -2.8277 4.0859 -0.5195
C -2.4317 2.6251 -0.4910
N -0.9689 2.4506 -0.3322
C -0.2298 3.1584 -1.3941
C -0.5931 4.6277 -1.4479
H -2.3272 5.7881 -1.6326
H -2.3680 4.4190 -2.5287
H -3.8962 4.1987 -0.6962
H -2.5703 4.5952 0.4090
H -2.7335 2.1024 -1.4020
H -2.9136 2.1379 0.3565
H -0.7225 2.8399 0.5791
H -0.4416 2.6505 -2.3376
H 0.8365 3.0546 -1.2047
H -0.0929 5.1182 -2.2812
H -0.3304 5.1487 -0.5275
*
```

Values from the calculation:
Frontier orbital gap in eV: 6.5
E_LUMO in eV: -6.19
ΔE to the lowest compared entry with this formula, charge and spin in kJ/mol: 177.75
Highest occupied orbital energy in eV: -12.72

---

5.
C5H11NOS in the gas phase at a distorted geometry, computed with ωB97M-V/def2-TZVPD.

```
! wB97M-V def2-TZVPD RIJCOSX def2/J DEFGRID3
* xyz 0 1
C 1.5630 -1.1333 1.8790
C 1.7046 0.0852 -0.1408
C -0.8891 1.1495 -0.4200
C -1.9563 1.6175 0.1887
C -1.0555 0.2279 -1.6193
H 2.4620 -0.4908 2.0223
H 1.6907 -2.1875 2.1644
H 0.7156 -0.7522 2.4451
H 2.6730 0.3951 0.2163
H 1.6898 -0.0177 -1.2734
H -3.0025 1.4435 -0.1538
H -1.8759 2.3668 0.9764
H -2.0167 0.4461 -2.1078
H -0.2761 0.3964 -2.3192
H -0.2918 -1.4125 -0.7893
H -1.9273 -1.3486 -0.5778
N -1.1635 -1.2004 -1.2263
O 1.2621 -1.1029 0.4657
S 0.6941 1.5179 0.2699
*
```

Values from the calculation:
Frontier orbital gap in eV: 9.3
SMILES string: C=C(CN)SCOC
E_LUMO in eV: 0.76
ΔE to the lowest compared entry with this formula, charge and spin in kJ/mol: 244.28
Highest occupied orbital energy in eV: -8.49

---

6.
C6H6N2O2S in the gas phase at a distorted geometry, computed with ωB97M-V/def2-TZVPD.

```
! wB97M-V def2-TZVPD RIJCOSX def2/J DEFGRID3
* xyz 0 1
C -2.5673 0.1528 -0.5904
C -2.0583 -1.1196 -0.7908
C -1.8334 1.0953 0.1175
C -0.8136 -1.4499 -0.2909
C -0.6058 0.7666 0.6598
C -0.1008 -0.5122 0.4519
N 2.8513 0.1112 0.8961
N 3.0834 0.4678 -0.3636
O 3.9009 1.3519 -0.5018
O 2.5003 -0.1179 -1.2380
S 1.3003 -1.1555 1.2788
H -3.5364 0.4151 -0.9863
H -2.6246 -1.8571 -1.3399
H -2.2378 2.0859 0.2656
H -0.3887 -2.4295 -0.4435
H -0.0453 1.4898 1.2325
H 3.1759 0.7051 1.6429
*
```

Values from the calculation:
Frontier orbital gap in eV: 8.4
SMILES string: O=[N+]([O-])NSc1ccccc1
E_LUMO in eV: -0.84
ΔE to the lowest compared entry with this formula, charge and spin in kJ/mol: 317.69
Highest occupied orbital energy in eV: -9.29

---

Number 1: E_tot -9256.724758 Ha. Number 2: E_tot -2259.277944 Ha. Number 3: E_tot -2332.161113 Ha. Number 4: E_tot -2733.262679 Ha. Number 5: E_tot -725.231843 Ha. Number 6: E_tot -890.258470 Ha.